1.
{
  "formula": "C5H9N",
  "method": "the ωB97M-V functional and the def2-TZVPD basis",
  "species": ["H", "C", "C", "C", "N", "H", "H", "C", "H", "H", "H", "H", "H", "H", "C"],
  "positions_angstrom": [[2.185421, 1.230887, 0.063277], [0.301293, -1.834101, 0.754530], [1.141894, 1.219613, 0.337085], [-2.293553, 0.788661, -0.736780], [-2.265006, 0.177518, 0.619786], [0.169499, -1.228853, 1.703790], [1.071579, 1.022832, 1.432117], [-1.318431, -0.183237, -0.138823], [0.565608, 1.645906, -0.471124], [0.286744, -1.205848, -1.262975], [-2.985825, 0.546112, -1.613207], [-0.441822, -2.716012, 0.839458], [1.335947, -2.288664, 0.650799], [-2.010029, 1.751407, -0.838627], [-0.115325, -0.849790, -0.313680]],
  "atomic_forces_ev_per_a": [[0.3, -0.4, -0.2], [-0.7, -0.4, 1.6], [0.5, -1.8, -0.1], [-0.2, -3.4, -1.6], [-0.3, -0.5, 0.7], [0.5, -1.2, -0.6], [-1.0, 0.6, -1.2], [-1.9, 2.0, -1.9], [-0.7, 0.5, 1.0], [-0.6, 1.1, -0.3], [0.5, -0.5, 1.7], [1.0, 1.3, -0.3], [-1.2, 0.9, 0.1], [1.0, 3.3, 0.2], [2.7, -1.5, 0.9]],
  "nbo_charge": [0.1726, -0.6633, -0.5145, -0.3173, -0.3296, 0.2190, 0.2130, 0.1575, 0.2089, 0.2238, 0.1749, 0.2237, 0.2253, 0.1637, -0.1576],
  "spin_multiplicity": 1,
  "relative_energy_ev": 5.9196,
  "max_force_ha_per_bohr": 0.07359,
  "total_energy_ev": -6815.0753
}

***

2.
{
  "formula": "C5H9N",
  "method": "the ωB97M-V functional and the def2-TZVPD basis",
  "species": ["H", "H", "C", "H", "H", "H", "H", "C", "C", "H", "C", "N", "H", "H", "C"],
  "positions_angstrom": [[1.682761, -1.270679, 0.112206], [-1.966392, 1.076282, 0.810524], [-1.993932, 0.195586, 0.167459], [0.249371, 1.449112, 0.480929], [1.348382, 0.002358, -2.019366], [-2.873131, 0.123099, -0.467954], [-0.838364, -0.956754, 1.653054], [1.524003, 0.582072, -1.118785], [1.713021, -0.185853, 0.162154], [-1.682369, -2.007578, 0.402157], [-1.318359, -1.019840, 0.677163], [-0.740413, -0.248471, -0.411222], [2.386025, 0.217255, 0.913316], [2.080498, 1.503518, -1.264533], [0.428900, 0.539893, -0.097101]],
  "atomic_forces_ev_per_a": [[0.0, 0.2, 0.0], [0.0, -0.1, -0.1], [-0.2, 0.2, 0.0], [0.0, -0.2, -0.1], [0.0, 0.1, 0.1], [0.1, 0.0, 0.1], [-0.1, 0.0, -0.1], [0.0, 0.1, -0.2], [0.1, -0.1, 0.1], [0.1, 0.2, 0.1], [0.0, -0.2, 0.2], [0.1, 0.0, -0.1], [-0.1, -0.1, -0.1], [-0.1, -0.1, 0.1], [0.0, 0.1, 0.1]],
  "nbo_charge": [0.2200, 0.1860, -0.2495, 0.1893, 0.2253, 0.2006, 0.1918, -0.4178, -0.4362, 0.2000, -0.2601, -0.4050, 0.2150, 0.2120, -0.0715],
  "spin_multiplicity": 1,
  "smiles": "C1CC1N1CC1",
  "relative_energy_ev": 2.2164,
  "max_force_ha_per_bohr": 0.00562,
  "total_energy_ev": -6818.7786
}